{
  "formula": "C45H49ClF5I2MnN5O2SeSi2",
  "method": "ωB97M-V/def2-TZVPD",
  "symbols": ["Mn", "I", "C", "C", "C", "I", "C", "O", "C", "C", "N", "C", "C", "C", "C", "C", "C", "N", "C", "H", "H", "H", "H", "H", "H", "H", "H", "H", "H", "H", "C", "Si", "C", "C", "C", "C", "C", "C", "C", "Si", "C", "C", "H", "H", "H", "H", "H", "H", "H", "H", "H", "H", "H", "H", "H", "H", "H", "H", "C", "C", "C", "C", "C", "O", "C", "C", "C", "C", "C", "C", "Cl", "C", "C", "C", "N", "C", "N", "C", "N", "H", "H", "H", "H", "H", "H", "H", "H", "H", "H", "H", "H", "H", "H", "H", "H", "H", "H", "H", "H", "H", "H", "F", "C", "C", "F", "C", "F", "C", "Se", "C", "F", "C", "F"],
  "xyz": [[0.347, 0.381, -0.296], [-4.310, 2.475, 5.186], [-2.777, 1.617, 3.968], [-1.457, 1.977, 4.198], [-0.512, 1.491, 3.327], [2.026, 2.460, 5.332], [-0.899, 0.636, 2.297], [0.127, 0.323, 1.545], [-2.218, 0.200, 2.115], [-2.529, -0.790, 1.017], [-2.024, -0.279, -0.255], [-1.999, -1.179, -1.407], [-1.169, -0.561, -2.510], [-1.673, -0.313, -3.762], [-0.854, 0.196, -4.775], [0.503, 0.392, -4.469], [0.948, 0.133, -3.205], [0.146, -0.279, -2.183], [-3.168, 0.748, 2.965], [-1.186, 2.616, 5.025], [-3.612, -1.003, 0.972], [-2.001, -1.726, 1.239], [-2.552, 0.558, -0.500], [-3.010, -1.410, -1.783], [-1.523, -2.112, -1.079], [-2.707, -0.542, -3.980], [-1.239, 0.390, -5.764], [1.195, 0.727, -5.230], [1.997, 0.244, -2.945], [-4.212, 0.491, 2.842], [-0.084, 3.593, -2.008], [-0.321, 2.630, -0.307], [-2.177, 3.197, 0.043], [0.645, 3.725, 0.996], [0.666, 5.086, 0.688], [1.545, 5.974, 1.275], [2.488, 5.477, 2.154], [2.432, 4.145, 2.522], [1.470, 3.260, 2.037], [1.388, 1.479, 2.871], [4.272, 0.444, 1.783], [1.790, -0.268, 3.615], [-0.457, 4.611, -1.967], [-0.624, 3.081, -2.800], [0.962, 3.630, -2.298], [-2.258, 4.281, 0.085], [-2.556, 2.808, 0.984], [-2.841, 2.859, -0.752], [-0.033, 5.460, -0.045], [1.512, 7.029, 1.023], [3.243, 6.133, 2.573], [3.164, 3.788, 3.229], [4.765, 1.129, 2.474], [5.389, 1.065, 0.211], [4.107, -0.517, 2.276], [2.788, -0.344, 4.034], [1.676, -1.046, 2.861], [1.089, -0.490, 4.416], [6.678, -1.573, -4.267], [6.580, -1.252, -2.763], [6.048, 0.182, -2.652], [7.992, -1.302, -2.172], [5.594, -2.239, -2.032], [4.334, -2.180, -2.666], [6.155, -3.686, -2.074], [5.125, -4.790, -1.775], [4.937, -5.085, -0.313], [3.698, -4.915, 0.291], [3.507, -5.196, 1.632], [4.578, -5.662, 2.379], [4.358, -6.039, 4.054], [5.825, -5.835, 1.804], [5.999, -5.548, 0.461], [5.345, -1.903, -0.535], [4.598, -0.697, -0.256], [3.231, -0.697, -0.333], [2.460, 0.171, 0.213], [2.969, 1.019, 1.252], [5.210, 0.174, 0.681], [7.404, -0.901, -4.725], [5.724, -1.416, -4.765], [7.014, -2.589, -4.464], [6.528, 0.819, -3.393], [6.258, 0.589, -1.669], [4.975, 0.197, -2.820], [8.599, -0.516, -2.620], [8.476, -2.255, -2.369], [7.972, -1.135, -1.099], [4.409, -2.557, -3.549], [6.981, -3.760, -1.367], [6.555, -3.879, -3.071], [5.469, -5.706, -2.267], [4.163, -4.516, -2.210], [2.870, -4.539, -0.290], [2.546, -5.035, 2.092], [6.650, -6.189, 2.403], [6.973, -5.688, 0.012], [6.299, -1.814, -0.015], [4.809, -2.758, -0.114], [2.823, -1.466, -0.978], [3.143, 2.017, 0.832], [-0.379, -8.782, -0.330], [-0.209, -7.459, -0.076], [0.065, -6.569, -1.110], [0.151, -7.035, -2.382], [0.254, -5.228, -0.844], [0.532, -4.412, -1.882], [0.192, -4.690, 0.456], [0.558, -2.922, 0.853], [-0.112, -5.623, 1.469], [-0.203, -5.194, 2.741], [-0.298, -6.967, 1.225], [-0.568, -7.821, 2.241]],
  "mulliken_spin": [4.347, 0.000, 0.010, -0.006, 0.021, 0.000, -0.022, -0.092, -0.012, 0.025, 0.056, -0.004, 0.135, -0.059, 0.130, -0.062, 0.164, 0.045, -0.006, 0.000, 0.002, -0.008, -0.001, 0.001, -0.012, -0.003, 0.016, -0.003, 0.006, 0.000, 0.017, 0.002, 0.009, -0.026, -0.003, -0.001, 0.000, -0.005, 0.047, 0.050, -0.001, 0.004, 0.000, 0.004, 0.008, -0.001, 0.001, 0.002, 0.004, 0.000, 0.000, 0.000, 0.000, 0.001, -0.001, 0.000, -0.002, 0.000, 0.000, 0.000, -0.002, 0.000, 0.002, -0.004, -0.001, 0.001, 0.000, 0.000, 0.000, 0.000, 0.000, 0.000, 0.000, 0.009, 0.013, 0.017, 0.059, 0.008, -0.001, 0.000, 0.000, 0.000, 0.000, 0.000, 0.001, 0.000, 0.000, 0.000, 0.001, 0.000, 0.000, 0.000, 0.000, 0.000, 0.001, 0.000, 0.000, 0.001, -0.003, 0.035, -0.005, 0.000, 0.001, -0.001, 0.000, -0.002, -0.002, 0.016, 0.077, 0.000, 0.000, 0.000, 0.000],
  "spin_multiplicity": 6,
  "lumo_ev": [3.35, 3.35],
  "total_energy_ha": -7854.819443,
  "s_squared": 8.813,
  "orbital_gap_ev": [4.572, 5.073],
  "e_homo_ev": [-1.2, -1.7],
  "total_charge": -2
}